Density functional theory data (ωB97M-V/def2-TZVPD) for a 2-piece molecular cluster, C4H12 overall at a distorted geometry.

Values from the calculation:
LUMO energy: 1.1 eV
Relative energy (zero: lowest compared OMol25 entry of this formula, charge and spin): 3.7 kcal per mole
Orbital gap: 13.0 eV
Highest occupied orbital energy: -11.9222 eV

```
16
Properties=species:S:1:pos:R:3:forces:R:3
C 0.00976 3.30874 1.15584 0.3 1.1 0.1
C -0.19823 4.85853 0.90287 -0.2 -1.1 -0.1
H 0.02556 3.11007 2.24069 0.0 0.0 -0.4
H 0.98806 3.02595 0.73210 -0.4 -0.1 0.2
H -0.76901 2.67871 0.69411 0.3 0.4 0.2
H -0.25492 5.01990 -0.18679 0.0 0.1 0.4
H 0.63229 5.46263 1.30525 -0.3 -0.4 -0.1
H -1.13996 5.20669 1.35954 0.4 -0.1 -0.2
C -0.41150 -4.57338 -0.68952 0.3 0.0 -0.4
C 0.61610 -3.61844 -1.35449 -0.5 0.1 0.3
H -1.38863 -4.39578 -1.16940 0.3 -0.2 0.3
H -0.50928 -4.37598 0.39126 0.0 -0.1 -0.4
H -0.13772 -5.63254 -0.83034 -0.1 0.4 0.1
H 1.60170 -3.61488 -0.85933 -0.4 -0.1 -0.2
H 0.17552 -2.61092 -1.26844 0.5 -0.2 -0.2
H 0.76022 -3.84928 -2.42339 -0.1 0.1 0.4
```
Forces are in eV/Å.

Mulliken population analysis, charges in e, atoms 1 to 6:
1. C -0.777
2. C -0.780
3. H 0.257
4. H 0.253
5. H 0.267
6. H 0.254

Density functional theory data (ωB97M-V/def2-TZVPD) for C4H11NOS in the gas phase at a distorted geometry.

Values from the calculation:
LUMO energy: 0.8 eV
Relative energy (zero: lowest compared OMol25 entry of this formula, charge and spin): 38.1 kcal per mole
Orbital gap: 10.0 eV
Highest occupied orbital energy: -9.1779 eV

```
18
Properties=species:S:1:pos:R:3:forces:R:3
C 0.17438 0.98420 -1.92071 -0.6 -0.3 -0.8
N -0.34555 -0.28657 -1.44974 0.4 -0.3 0.5
C -0.43450 -0.39152 0.03501 1.5 -0.7 -1.0
C 0.94306 -0.67969 0.68434 0.1 0.5 0.4
S 1.00662 -2.39979 1.26904 0.0 0.0 -0.1
C -1.06898 0.80952 0.67681 -0.9 0.0 -0.9
O -1.21427 0.65455 2.06695 -0.1 0.0 0.1
H -0.58974 1.72909 -1.71291 0.6 0.5 0.4
H 1.20682 1.16030 -1.61582 -0.1 0.7 0.4
H 0.18519 0.95093 -3.00681 0.1 -0.1 -0.2
H 0.36507 -0.96756 -1.72274 -0.6 -0.2 0.0
H -1.01855 -1.29329 0.16374 -0.6 -0.1 0.4
H 1.06968 -0.03871 1.55474 0.0 0.0 0.1
H 1.77288 -0.44744 0.01274 -0.1 -0.2 -0.1
H 2.02814 -2.24302 2.11887 0.0 0.0 0.0
H -0.48462 1.69886 0.46544 0.3 0.1 0.4
H -2.02182 0.98645 0.14312 0.0 -0.1 0.4
H -1.57380 -0.22631 2.23792 0.0 0.2 0.0
```
Forces are in eV/Å.

Mulliken population analysis, charges in e, atoms 1 to 6:
1. C -0.991
2. N -0.449
3. C -0.117
4. C -0.470
5. S -0.243
6. C -1.023

Density functional theory data (ωB97M-V/def2-TZVPD) for a 2-piece molecular cluster, C18H20N2O2S overall at a distorted geometry.

Values from the calculation:
LUMO energy: -1.5 eV
Relative energy (zero: lowest compared OMol25 entry of this formula, charge and spin): 119.6 kcal per mole
Orbital gap: 5.0 eV
Highest occupied orbital energy: -6.4475 eV

```
43
Properties=species:S:1:pos:R:3:forces:R:3
C -3.50699 -1.62218 2.70474 -0.2 0.0 0.1
C -3.41399 -0.28208 1.97029 0.2 -0.3 -0.3
C -2.39551 0.65788 2.61109 -0.3 0.4 0.2
N -1.09600 -0.01858 2.80585 0.9 0.2 -0.4
C 0.01104 0.49789 2.33149 -1.2 -0.1 0.9
C 1.29729 -0.16010 2.37007 1.2 -0.9 0.1
C 1.46779 -1.51576 1.98136 -0.1 0.5 0.3
C 2.71125 -2.12791 2.11395 0.1 0.2 0.0
C 3.80484 -1.40914 2.61858 -0.4 0.2 -0.1
C 3.65302 -0.06127 2.97457 0.1 -0.3 -0.1
C 2.42029 0.56520 2.83686 -0.7 -0.1 -0.2
C -1.19175 -1.25419 3.60729 -0.2 -0.4 0.1
C -2.13610 -2.25207 2.94927 0.0 0.0 -0.3
H -3.99870 -1.46223 3.67277 0.0 -0.1 -0.1
H -4.13223 -2.31180 2.12965 0.0 0.1 0.1
H -3.13529 -0.45594 0.92245 0.0 0.1 0.1
H -4.38916 0.21641 1.96897 0.2 0.0 0.0
H -2.23547 1.55051 1.99433 0.1 -0.2 0.2
H -2.76713 0.95570 3.60320 0.2 0.0 -0.2
H -0.05363 1.52774 1.93954 0.0 -0.2 -0.3
H 0.61974 -2.07094 1.56731 0.3 0.2 0.1
H 2.83069 -3.17080 1.81306 0.0 0.4 0.1
H 4.77586 -1.89548 2.71812 -0.3 0.1 0.0
H 4.50554 0.50202 3.35446 -0.2 -0.2 -0.1
H 2.27632 1.61293 3.10810 0.2 -0.3 -0.1
H -0.21083 -1.69960 3.78611 -0.1 0.4 -0.1
H -1.62525 -0.97396 4.57893 0.2 0.2 -0.2
H -2.22986 -3.13335 3.59284 0.0 0.1 -0.1
H -1.70829 -2.59689 1.99865 0.0 0.1 0.1
S -0.08729 2.86798 0.00832 0.1 -1.7 -0.7
C -0.22116 4.42682 0.58234 -0.2 1.8 0.7
C 0.91988 5.11296 1.11987 -0.8 0.1 0.1
C 0.76722 6.30012 1.80457 -0.6 0.4 0.1
C -0.51369 6.89508 1.91879 0.1 -1.2 -0.6
N -0.68484 8.06716 2.70669 -0.2 1.6 1.0
O -1.83424 8.55489 2.81865 1.8 -0.7 -0.2
O 0.31871 8.56776 3.26698 -1.5 -0.7 -0.8
C -1.63293 6.29310 1.29282 0.5 0.4 0.3
C -1.48618 5.10638 0.60560 0.6 0.1 0.4
H 1.90031 4.64849 1.03045 -0.3 0.0 0.0
H 1.60424 6.80013 2.28577 -0.1 -0.1 -0.2
H -2.59586 6.78862 1.39170 0.2 -0.1 -0.1
H -2.34333 4.64158 0.12161 0.2 0.0 0.1
```
Forces are in eV/Å.

Mulliken population analysis, charges in e, atoms 1 to 6:
1. C -0.749
2. C -0.584
3. C -0.575
4. N 0.254
5. C 0.124
6. C 0.221

| no. | calculated total energy (a.u.) |
| --- | --- |
| 1 | -159.57913 |
| 2 | -687.14856 |
| 3 | -1355.93690 |